{
  "formula": "C24H35F6N4O7PS2W",
  "method": "ωB97M-V/def2-TZVPD",
  "charge": 2,
  "spin_multiplicity": 3,
  "homo_energy_ev": [-14.21, -14.56],
  "gap_ev": [7.4, 7.8],
  "total_energy_ha": -3484.82941,
  "e_above_lowest_ev": 0.000,
  "elements": ["W", "C", "C", "O", "C", "C", "C", "C", "C", "C", "O", "H", "H", "H", "H", "H", "H", "H", "F", "C", "F", "F", "S", "O", "O", "N", "S", "O", "O", "C", "F", "F", "F", "C", "C", "C", "P", "C", "C", "C", "C", "C", "C", "H", "H", "H", "H", "H", "H", "H", "H", "H", "H", "H", "H", "H", "H", "H", "H", "H", "H", "H", "H", "H", "C", "N", "C", "C", "C", "N", "C", "O", "N", "H", "H", "H", "H", "H", "H", "H"],
  "xyz": [[0.061, -0.240, 0.742], [-3.440, -2.864, 0.622], [-2.733, -1.559, 0.549], [-1.476, -1.600, 0.535], [-3.433, -0.303, 0.465], [-4.836, -0.274, 0.359], [-5.516, 0.912, 0.225], [-4.802, 2.111, 0.197], [-3.424, 2.116, 0.305], [-2.730, 0.922, 0.446], [-1.392, 1.017, 0.580], [-2.715, -3.668, 0.695], [-4.067, -3.008, -0.261], [-4.099, -2.879, 1.493], [-5.390, -1.203, 0.379], [-6.594, 0.917, 0.145], [-5.330, 3.051, 0.096], [-2.867, 3.044, 0.311], [-2.459, 2.321, 3.425], [-2.055, 1.238, 4.070], [-2.469, 0.144, 3.401], [-2.534, 1.221, 5.290], [-0.209, 1.197, 4.086], [0.142, 1.253, 2.658], [0.249, 2.276, 4.879], [0.107, -0.196, 4.720], [0.266, -1.540, 3.968], [0.332, -1.391, 2.487], [-0.564, -2.594, 4.414], [2.022, -1.991, 4.313], [2.803, -0.999, 3.845], [2.225, -2.144, 5.597], [2.320, -3.100, 3.655], [1.545, 0.043, -4.320], [1.628, -0.290, -2.823], [2.002, -1.777, -2.721], [0.146, 0.240, -1.840], [-1.413, -0.465, -2.536], [-1.981, 0.225, -3.778], [-1.285, -1.977, -2.735], [-0.016, 2.092, -1.910], [0.226, 2.802, -3.245], [0.848, 2.758, -0.838], [2.501, -0.216, -4.779], [1.343, 1.081, -4.543], [0.786, -0.573, -4.804], [2.431, 0.313, -2.377], [1.443, -2.356, -3.454], [1.830, -2.220, -1.749], [3.058, -1.887, -2.975], [-2.130, -0.284, -1.730], [-1.302, 0.180, -4.627], [-2.236, 1.266, -3.587], [-2.899, -0.289, -4.067], [-0.717, -2.207, -3.636], [-2.279, -2.409, -2.867], [-0.807, -2.477, -1.891], [-1.067, 2.230, -1.635], [1.290, 2.845, -3.480], [-0.118, 3.832, -3.146], [-0.302, 2.357, -4.083], [1.907, 2.525, -0.971], [0.542, 2.472, 0.167], [0.742, 3.841, -0.913], [4.301, -2.617, 0.495], [3.896, -1.237, 0.818], [4.818, -0.330, 1.272], [4.461, 0.911, 1.651], [3.084, 1.276, 1.588], [2.210, 0.400, 1.057], [2.619, -0.838, 0.719], [1.677, -1.592, 0.321], [2.652, 2.434, 2.041], [4.774, -3.064, 1.366], [4.994, -2.606, -0.344], [3.417, -3.187, 0.234], [5.838, -0.686, 1.325], [5.198, 1.602, 2.032], [3.294, 3.078, 2.474], [1.660, 2.595, 2.152]]
}